[1]
{
  "formula": "C5H10O",
  "method": "the ωB97M-V functional and the def2-TZVPD basis",
  "symbols": ["C", "C", "O", "C", "C", "C", "H", "H", "H", "H", "H", "H", "H", "H", "H", "H"],
  "positions_angstrom": [[-1.71077, 0.03321, -2.16070], [-1.32762, 0.14712, -0.68523], [0.07627, -0.07479, -0.49821], [0.55926, 0.12403, 0.81708], [1.46700, -0.76547, 1.85272], [2.00697, 0.34035, 0.99247], [-2.79793, 0.15412, -2.27446], [-1.44300, -0.94541, -2.56825], [-1.23196, 0.80525, -2.77197], [-1.62107, 1.15035, -0.32773], [-1.89747, -0.58856, -0.10383], [-0.13688, 0.72987, 1.39153], [1.19305, -0.53572, 2.88295], [1.87720, -1.76692, 1.75965], [2.40332, 1.14180, 1.58287], [2.58361, 0.05075, 0.11112]],
  "atomic_forces_ev_per_a": [[0.150, -0.041, 0.081], [-0.118, -0.068, 0.111], [0.225, -0.413, 0.307], [0.048, -0.241, 0.683], [-1.248, -0.184, -1.315], [0.317, 0.071, 0.391], [0.280, -0.023, 0.159], [0.026, 0.101, 0.091], [0.031, -0.121, 0.179], [0.274, -0.216, 0.056], [0.056, 0.035, 0.005], [0.195, 0.100, 0.041], [0.159, 0.159, -0.311], [-0.476, 0.025, -0.490], [0.119, 0.824, -0.381], [-0.038, -0.008, 0.392]],
  "gap_ev": 10.1,
  "multiplicity": 1,
  "homo_ev": -8.87,
  "smiles": "CCOC1CC1",
  "charge": 0,
  "fmax_ev_per_a": 1.82,
  "relative_energy_kcal_mol": 50.0
}

[2]
{
  "formula": "H3S3",
  "method": "the ωB97M-V functional and the def2-TZVPD basis",
  "symbols": ["S", "H", "S", "S", "H", "H"],
  "positions_angstrom": [[-1.99205, 0.75199, -0.76767], [-1.01599, 0.80608, -1.72670], [1.75281, 0.36866, 0.75978], [-1.19374, -1.08208, -0.06774], [2.03488, -0.77390, 1.44721], [0.41408, -0.07075, 0.35513]],
  "atomic_forces_ev_per_a": [[1.003, -0.630, -0.515], [-0.723, 0.471, 0.274], [0.028, -0.162, 0.160], [-0.566, 0.235, 0.091], [-0.301, 0.457, -0.378], [0.560, -0.371, 0.368]],
  "gap_ev": 6.5,
  "multiplicity": 1,
  "homo_ev": -2.90,
  "charge": -1,
  "fmax_ev_per_a": 1.29,
  "relative_energy_kcal_mol": 4.5
}

Q: Which formula does entry 1 have?
A: C5H10O